The molecule C9H8OS2 at a distorted geometry, computed with the ωB97M-V functional and the def2-TZVPD basis.

## Properties
- SMILES = SC1(S)C=Cc2ccccc2O1
- net charge = 0
- frontier orbital gap (eV) = 8.4047
- LUMO (eV) = 0.180
- relative energy (zero: lowest compared OMol25 entry of this formula, charge and spin) (eV) = 2.203
- largest force on an atom (eV/A) = 5.18

Each line ends with the natural charge from an NBO analysis.
Geometry (Å):
C  -2.64676  -0.18285  0.01716  -0.25
C  -2.25930  -1.49730  0.20000  -0.18
C  -1.74374  0.73860  -0.37700  -0.17
C  -0.88656  -1.81064  0.24231  -0.26
C  -0.36884  0.43690  -0.45378  -0.16
C  0.02030  -0.86837  -0.13406  0.32
C  0.59157  1.52361  -0.49962  -0.13
C  1.88024  1.26864  -0.21377  -0.31
C  2.55231  -0.02562  -0.00514  -0.01
O  1.30584  -1.22927  -0.24909  -0.55
S  3.71309  -0.39133  -1.48236  0.00
S  3.22897  -0.25893  1.56480  0.04
H  -3.68753  0.20122  0.05550  0.22
H  -2.95525  -2.25816  0.60619  0.22
H  -2.13363  1.76559  -0.21586  0.21
H  -0.48025  -2.82056  0.47026  0.23
H  0.16517  2.53482  -0.61317  0.23
H  2.71003  2.13036  -0.32450  0.24
H  4.13411  -1.65401  -1.02979  0.15
H  2.64530  -1.49119  1.81800  0.18